# 1
ORCA calculation (wB97M-V/def2-TZVPD) on a structure of composition C21H31N5RuS2.

The geometry in XYZ format:
```
60
Properties=species:S:1:pos:R:3:lowdin_spin:R:1
Ru 0.341 -0.529 0.283 2.09
C -0.315 -1.312 3.190 0.01
N 0.429 -0.287 2.405 0.00
C -0.189 1.064 2.519 0.02
C -1.613 1.069 1.986 0.01
N -1.703 0.473 0.617 0.03
C -1.817 1.530 -0.422 0.01
C -2.864 -0.412 0.521 0.07
C -4.134 0.106 0.701 0.00
C -5.258 -0.703 0.574 0.11
C -5.122 -2.053 0.267 -0.01
C -3.863 -2.594 0.122 0.09
C -2.715 -1.788 0.256 0.08
S -1.176 -2.556 0.171 0.69
C 1.806 -0.269 2.925 0.04
C 2.098 0.188 4.199 0.00
C 3.391 0.085 4.697 0.05
C 4.399 -0.479 3.925 -0.01
C 4.118 -0.927 2.649 0.04
C 2.821 -0.819 2.142 0.04
S 2.489 -1.343 0.510 0.41
H -0.383 -1.021 4.240 0.00
H 0.224 -2.254 3.123 0.00
H -1.317 -1.460 2.795 0.00
H 0.444 1.762 1.966 0.01
H -0.215 1.401 3.558 0.00
H -1.978 2.098 1.979 0.00
H -2.248 0.500 2.661 0.00
H -2.688 2.165 -0.249 0.00
H -1.926 1.066 -1.399 0.00
H -0.925 2.154 -0.417 0.00
H -4.264 1.153 0.948 0.00
H -6.237 -0.266 0.716 0.01
H -5.999 -2.676 0.160 0.00
H -3.737 -3.648 -0.086 0.00
H 1.326 0.617 4.825 0.00
H 3.594 0.433 5.700 0.00
H 5.399 -0.569 4.325 0.00
H 4.889 -1.364 2.028 0.00
C 2.886 1.420 -3.470 0.00
N 1.783 1.176 -2.539 0.02
C 1.787 2.007 -1.345 0.03
C 0.902 0.175 -2.745 0.02
N 0.311 -0.498 -1.752 0.07
N 0.627 -0.152 -4.022 0.02
C 0.091 -1.463 -4.366 0.00
C 0.546 0.860 -5.073 0.00
H 3.829 1.321 -2.931 0.00
H 2.829 2.423 -3.895 0.00
H 2.884 0.690 -4.272 0.00
H 2.725 2.552 -1.299 0.00
H 1.705 1.414 -0.430 0.02
H 0.976 2.740 -1.376 0.00
H -0.365 -1.152 -2.118 0.01
H -0.991 -1.530 -4.210 0.00
H 0.592 -2.246 -3.798 0.00
H 0.283 -1.638 -5.422 0.00
H 0.667 1.857 -4.658 0.00
H -0.440 0.801 -5.537 0.00
H 1.294 0.706 -5.853 0.00
```

Computed properties:
HOMO level (spin up / spin down), eV: -13.8 / -14.3
Total charge: +2
Lowest unoccupied orbital energy (spin up / spin down), eV: -5.48 / -8.37
Spin multiplicity: 5
Frontier orbital gap (spin up / spin down), eV: 8.30 / 5.88
Expectation value of S²: 6.04

---

# 2
ORCA calculation (wB97M-V/def2-TZVPD) on a structure of composition C21H32Cl5GePdSi3.

The geometry in XYZ format:
```
63
Properties=species:S:1:pos:R:3:lowdin_spin:R:1
Pd -0.374 0.667 0.740 0.30
Cl 2.141 1.856 2.022 0.01
C 1.562 2.892 0.740 0.01
C 0.488 2.437 -0.013 0.10
C 0.071 3.242 -1.059 0.02
Cl -1.171 2.680 -2.129 0.00
C 0.644 4.494 -1.296 0.00
Cl 0.059 5.498 -2.567 0.00
C 1.702 4.933 -0.504 0.00
Cl 2.411 6.476 -0.777 0.00
C 2.187 4.111 0.511 0.00
Cl 3.541 4.598 1.456 0.00
C -4.893 2.384 0.599 0.00
C -4.552 1.185 -0.017 0.00
C -3.271 0.668 0.121 0.00
C -2.297 1.349 0.858 0.10
C -2.651 2.543 1.474 0.02
C -3.939 3.057 1.343 0.01
H -5.895 2.785 0.504 0.00
H -5.289 0.650 -0.605 0.00
H -3.032 -0.272 -0.355 0.00
H -1.919 3.098 2.051 0.00
H -4.190 3.993 1.827 0.00
C 3.560 -1.565 1.531 0.00
Si 2.998 -1.744 -0.232 0.05
C 2.798 -3.559 -0.589 0.01
C 4.288 -1.037 -1.394 0.02
Ge 0.982 -0.523 -0.798 0.18
Si -0.158 -1.476 -2.692 0.02
C 0.934 -0.994 -4.141 0.01
C -1.856 -0.808 -3.005 0.00
C -0.256 -3.333 -2.607 0.00
Si -0.969 -0.733 2.570 0.06
C 0.020 -0.157 4.038 0.00
C -2.750 -0.806 3.086 0.00
C -0.415 -2.483 2.147 0.04
H 4.652 -1.625 1.534 0.00
H 3.171 -2.380 2.145 0.00
H 3.275 -0.622 1.994 0.00
H 3.779 -4.031 -0.469 0.00
H 2.457 -3.748 -1.607 0.00
H 2.100 -4.039 0.100 0.00
H 5.293 -1.288 -1.043 0.00
H 4.228 0.052 -1.467 0.00
H 4.167 -1.444 -2.401 0.00
H 1.014 0.094 -4.222 0.00
H 0.519 -1.369 -5.082 0.00
H 1.946 -1.395 -4.035 0.00
H -1.923 0.270 -2.860 0.00
H -2.615 -1.282 -2.380 0.00
H -2.084 -1.035 -4.051 0.00
H 0.713 -3.800 -2.780 0.00
H -0.934 -3.651 -3.405 0.00
H -0.649 -3.710 -1.660 0.00
H -0.161 0.900 4.246 0.00
H 1.094 -0.296 3.898 0.00
H -0.289 -0.735 4.915 0.00
H -3.094 0.186 3.387 0.00
H -2.872 -1.491 3.932 0.00
H -3.397 -1.143 2.273 0.00
H 0.676 -2.524 2.061 0.00
H -0.850 -2.823 1.204 0.00
H -0.723 -3.179 2.936 0.01
```

Computed properties:
HOMO level (spin up / spin down), eV: -7.5 / -7.7
Lowest unoccupied orbital energy (spin up / spin down), eV: -1.66 / -1.91
Energy relative to the best compared isomer or geometry (same formula, charge and spin), kcal/mol: 40.8
Spin multiplicity: 2
Frontier orbital gap (spin up / spin down), eV: 5.81 / 5.77
Expectation value of S²: 0.76

---

# 3
ORCA calculation (wB97M-V/def2-TZVPD) on a cluster of 5 separate species, C21H32F12O10Si in total.

The geometry in XYZ format:
```
76
Properties=species:S:1:pos:R:3:lowdin_charge:R:1
C 1.976 -0.855 2.647 -0.12
C 0.808 -0.350 1.567 -0.13
C -0.726 -0.748 2.056 -0.25
O -0.895 -1.022 3.352 -0.02
O -1.773 -0.714 1.021 -0.14
C -2.790 -1.760 1.223 -0.24
C -3.941 -1.353 2.357 -0.35
Si -4.618 0.462 2.108 0.64
H 2.983 -0.873 2.014 0.08
H 2.071 -0.119 3.560 0.09
H 1.709 -1.935 3.041 0.09
H 1.067 -0.884 0.551 0.10
H 0.854 0.819 1.399 0.13
H -3.385 -1.863 0.199 0.13
H -2.341 -2.833 1.435 0.14
H -3.529 -1.485 3.447 0.07
H -4.854 -2.097 2.188 0.09
H -6.074 0.375 2.379 -0.08
H -4.471 0.938 0.736 -0.09
H -3.955 1.312 3.110 -0.08
C -2.552 1.821 -2.255 -0.06
C -2.014 3.093 -1.628 -0.21
O -2.338 4.232 -2.440 0.01
C -3.593 4.758 -2.269 -0.32
O -4.422 4.308 -1.481 0.14
C -3.786 5.988 -3.153 -0.47
F -3.320 5.804 -4.422 0.14
F -3.131 7.080 -2.663 0.14
F -5.093 6.354 -3.281 0.14
H -2.195 1.719 -3.285 0.08
H -2.238 0.944 -1.683 0.07
H -3.646 1.834 -2.298 0.08
H -0.922 3.042 -1.575 0.13
H -2.380 3.224 -0.602 0.12
C 4.260 -5.389 -2.894 -0.06
C 4.417 -4.642 -1.583 -0.21
O 4.204 -3.236 -1.776 0.01
C 2.898 -2.817 -1.781 -0.32
O 1.938 -3.570 -1.637 0.14
C 2.820 -1.300 -1.944 -0.47
F 3.663 -0.828 -2.907 0.14
F 3.150 -0.643 -0.795 0.13
F 1.575 -0.864 -2.287 0.14
H 4.919 -4.964 -3.659 0.08
H 4.501 -6.448 -2.768 0.08
H 3.237 -5.308 -3.275 0.08
H 5.440 -4.761 -1.213 0.13
H 3.748 -5.039 -0.810 0.13
C -4.546 3.546 7.223 -0.06
C -4.270 2.058 7.114 -0.21
O -5.345 1.303 7.695 0.01
C -6.437 1.092 6.893 -0.32
O -6.532 1.511 5.742 0.13
C -7.477 0.238 7.615 -0.47
F -7.678 0.630 8.907 0.14
F -7.114 -1.076 7.670 0.14
F -8.702 0.269 7.017 0.14
H -4.743 3.826 8.263 0.08
H -3.694 4.126 6.856 0.08
H -5.432 3.827 6.645 0.08
H -3.366 1.811 7.680 0.13
H -4.093 1.755 6.076 0.12
C 6.715 0.788 -4.794 -0.06
C 6.208 -0.116 -5.902 -0.21
O 7.270 -0.942 -6.402 0.01
C 7.538 -2.081 -5.686 -0.32
O 6.932 -2.408 -4.670 0.14
C 8.650 -2.887 -6.355 -0.47
F 9.694 -2.109 -6.764 0.14
F 8.210 -3.546 -7.466 0.14
F 9.186 -3.837 -5.537 0.14
H 7.576 1.371 -5.137 0.08
H 5.930 1.475 -4.466 0.08
H 7.049 0.205 -3.930 0.08
H 5.857 0.493 -6.741 0.13
H 5.359 -0.726 -5.570 0.12
```

Computed properties:
HOMO level, eV: -10.4
Lowest unoccupied orbital energy, eV: 0.32
Frontier orbital gap, eV: 10.74

---

# 4
ORCA calculation (wB97M-V/def2-TZVPD) on a structure of composition C21H32F6FeN5O2.

The geometry in XYZ format:
```
67
Properties=species:S:1:pos:R:3:lowdin_spin:R:1
Fe 0.227 -0.560 -0.183 4.21
C -2.067 -2.569 -1.578 0.00
C -2.532 -1.137 -1.824 0.00
N -2.197 -0.261 -0.695 0.08
C -3.014 -0.462 0.509 0.00
C -2.352 -1.329 1.556 0.01
C -3.026 -1.649 2.728 0.00
C -2.384 -2.430 3.676 0.00
C -1.111 -2.905 3.408 0.00
C -0.503 -2.555 2.207 0.01
C 0.872 -3.079 1.867 0.01
N 1.399 -2.557 0.598 0.08
C 1.405 -3.532 -0.495 0.01
C -0.023 -3.819 -0.965 0.00
N -0.612 -2.599 -1.500 0.06
N -1.117 -1.766 1.329 0.08
H -2.448 -3.218 -2.378 0.00
H -2.473 -2.929 -0.630 0.00
H -3.611 -1.138 -2.027 0.00
H -2.024 -0.744 -2.708 0.00
H -2.332 0.697 -1.002 0.00
H -3.987 -0.901 0.251 0.00
H -3.211 0.508 0.975 0.00
H -4.029 -1.289 2.889 0.00
H -2.875 -2.671 4.608 0.00
H -0.584 -3.524 4.116 0.00
H 0.821 -4.175 1.840 0.00
H 1.549 -2.808 2.681 0.00
H 2.343 -2.215 0.753 0.00
H 1.878 -4.470 -0.179 0.00
H 1.986 -3.113 -1.319 0.00
H -0.628 -4.161 -0.122 0.00
H -0.004 -4.624 -1.707 0.00
H -0.212 -2.397 -2.414 0.00
O 0.829 0.307 -2.141 0.06
C 0.721 1.258 -2.924 0.01
C 1.792 1.681 -3.875 0.00
C 2.428 2.930 -3.208 0.00
C 1.481 4.060 -2.769 0.00
C 0.664 3.800 -1.486 0.00
C -0.543 2.854 -1.665 0.00
N -0.358 2.090 -2.895 0.00
H 1.378 1.950 -4.848 0.00
H 2.551 0.911 -4.009 0.00
H 3.120 3.347 -3.943 0.00
H 3.019 2.609 -2.348 0.00
H 0.831 4.362 -3.595 0.00
H 2.118 4.921 -2.557 0.00
H 0.301 4.755 -1.111 0.00
H 1.346 3.384 -0.745 0.00
H -1.477 3.407 -1.764 0.00
H -0.618 2.157 -0.822 0.00
H -0.389 2.719 -3.693 0.00
C 0.467 2.885 2.428 0.01
C 1.075 1.493 2.230 0.03
O 0.591 0.813 1.158 0.29
C 0.779 0.653 3.498 0.01
F 1.251 -0.597 3.378 0.00
F 1.267 1.165 4.613 0.00
F -0.547 0.518 3.640 0.00
C 2.613 1.577 2.025 0.01
F 3.265 2.193 2.992 0.00
F 2.864 2.212 0.874 0.00
F 3.120 0.340 1.876 0.00
H -0.612 2.775 2.505 0.00
H 0.700 3.521 1.578 0.00
H 0.849 3.332 3.341 0.00
```

Computed properties:
HOMO level (spin up / spin down), eV: -15.4 / -15.4
Total charge: +2
Lowest unoccupied orbital energy (spin up / spin down), eV: -5.00 / -8.30
Energy relative to the best compared isomer or geometry (same formula, charge and spin), kcal/mol: 36.9
Spin multiplicity: 6
Frontier orbital gap (spin up / spin down), eV: 10.42 / 7.13
Expectation value of S²: 8.76